Formula: CH5N3
Source: the OMol25 dataset
Level of theory: ωB97M-V with the def2-TZVPD basis set

```
9
Properties=species:S:1:pos:R:3:forces:R:3:lowdin_charge:R:1
N 0.0222 -0.9168 0.9879 1.387 0.063 -0.613 0.1081
C 0.1018 0.0912 0.0060 -0.858 -3.186 -0.217 -0.6597
N -0.9354 -0.0513 -0.9975 -0.325 0.103 0.454 0.0653
N 0.9985 0.9888 0.0162 -0.377 1.407 1.017 0.0509
H 0.0613 -1.8670 0.6300 -0.938 0.068 -0.218 0.0885
H 0.9000 -0.8005 1.4856 -0.176 0.027 0.503 0.0833
H -1.5633 0.7577 -0.8959 0.121 -0.541 -0.125 0.0872
H -0.4360 0.1124 -1.8563 -0.010 0.289 -0.480 0.0671
H 0.1080 1.4019 0.5298 1.177 1.770 -0.321 0.1092
```
Forces are in eV/Å.

Values from the calculation:
Energy relative to the best compared isomer or geometry (same formula, charge and spin): 3.219 eV
E_HOMO: -8.485 eV
Orbital gap: 9.19 eV


Formula: C5H10O2
Source: the OMol25 dataset
Level of theory: ωB97M-V with the def2-TZVPD basis set

```
17
Properties=species:S:1:pos:R:3:forces:R:3:lowdin_charge:R:1
C 1.3608 -2.0358 -1.2705 -0.240 1.547 -0.123 -0.0322
C 2.0846 -1.1290 -0.5562 -1.799 0.800 1.283 -0.1331
C 1.6976 0.3137 -0.2768 2.756 -1.362 -1.171 -0.0845
C 0.5245 0.9279 -0.4516 -0.330 -0.439 0.568 -0.3903
C 0.3561 2.3176 -1.0085 1.381 -1.120 0.688 -0.0020
O -0.5719 0.2570 -0.0351 -2.024 -0.999 -2.404 0.0389
H 1.1395 -3.0602 -1.0975 1.480 -1.101 0.263 0.0387
H 0.7538 -1.7458 -2.0996 -0.964 0.970 -0.163 0.0408
H 2.9495 -1.5002 -0.0409 0.075 -0.139 0.872 0.0761
H 2.3063 1.0018 0.2994 1.536 0.056 -1.166 0.1005
H 0.5904 2.2549 -2.0752 0.251 0.186 0.222 0.0973
H 0.9775 3.0408 -0.4891 0.248 0.107 -0.188 0.0917
H -0.6356 2.5840 -0.9293 -2.247 0.822 0.312 0.0472
H -0.4985 -0.6446 -0.4357 -0.140 0.671 1.012 0.1119
O -3.8736 -0.7526 2.9225 -1.364 2.623 -0.438 -0.0891
H -3.7478 -0.4032 2.0290 0.845 -1.043 -0.566 0.0236
H -4.4126 0.0712 3.1214 0.538 -1.578 1.000 0.0646
```
Forces are in eV/Å.

Values from the calculation:
Energy relative to the best compared isomer or geometry (same formula, charge and spin): 4.803 eV
SMILES string: C=C/C=C(/C)O.O
E_HOMO: -7.504 eV
Orbital gap: 7.79 eV


Formula: C31H46Cl2NPRu
Source: the OMol25 dataset
Level of theory: ωB97M-V with the def2-TZVPD basis set

```
82
Properties=species:S:1:pos:R:3:forces:R:3:lowdin_spin:R:1
P 1.7508 -0.0298 -0.6978 -3.279 0.151 1.532 0.0021
C 2.2483 -1.5609 0.1892 0.383 -0.280 -0.304 0.0009
C 3.5567 -2.1886 -0.3262 0.021 -0.292 0.443 0.0002
C 3.9057 -3.4750 0.4427 -0.077 0.011 -0.004 0.0000
C 3.8859 -3.2987 1.9663 -0.025 0.154 -0.117 0.0001
C 2.5787 -2.6730 2.4573 -0.031 0.119 -0.239 0.0002
C 2.2584 -1.3620 1.7249 0.100 -0.084 -0.276 0.0011
C 2.1855 1.6516 -0.1249 0.506 0.083 -0.049 0.0002
C 3.6743 2.0072 -0.2171 -0.083 0.498 0.188 0.0001
C 3.8932 3.4715 0.1868 0.000 0.007 0.149 0.0000
C 3.3172 3.8071 1.5703 -0.008 -0.175 0.036 0.0000
C 1.8555 3.3693 1.7329 0.022 -0.069 -0.160 0.0001
C 1.6158 1.9184 1.2950 0.195 0.036 -0.155 0.0003
C 1.5153 -0.2118 -2.4773 1.137 -0.159 -0.711 0.0005
C 0.7783 -1.5329 -2.8049 0.031 0.308 -0.010 0.0007
C 0.6572 -1.7402 -4.3212 0.395 0.019 0.090 0.0001
C 0.1147 -0.5284 -5.0908 -0.231 0.044 0.089 0.0000
C 0.6393 0.8381 -4.6226 0.376 -0.056 0.074 0.0000
C 0.7529 0.9830 -3.0973 0.059 -0.381 0.027 0.0004
H 1.4134 -2.2647 -0.0424 0.431 0.405 0.148 0.0015
H 4.3725 -1.4580 -0.2307 -0.099 -0.075 0.022 0.0001
H 3.4624 -2.4322 -1.3951 0.031 0.173 0.211 0.0000
H 4.8904 -3.8286 0.1243 -0.055 -0.077 0.012 0.0000
H 3.1812 -4.2550 0.1742 0.042 0.052 -0.021 0.0000
H 4.0372 -4.2670 2.4547 0.062 0.092 -0.043 0.0000
H 4.7217 -2.6521 2.2609 -0.024 -0.028 0.012 0.0000
H 1.7505 -3.3786 2.3019 0.090 0.070 0.003 0.0002
H 2.6351 -2.4715 3.5315 -0.018 -0.085 -0.037 0.0000
H 1.2806 -0.9838 2.0598 0.275 0.020 -0.173 0.0017
H 3.0206 -0.6068 1.9828 -0.176 -0.229 -0.015 0.0001
H 1.6446 2.3222 -0.8316 0.150 -0.454 0.353 0.0000
H 3.4084 4.1176 -0.5550 0.048 -0.042 -0.040 0.0000
H 4.0302 1.8531 -1.2457 -0.044 -0.044 0.226 0.0000
H 4.2565 1.3425 0.4376 -0.082 0.061 -0.071 0.0000
H 4.9622 3.7009 0.1699 -0.036 0.101 -0.036 0.0000
H 3.3931 4.8862 1.7495 0.065 -0.141 0.015 0.0000
H 3.9239 3.3125 2.3405 -0.033 0.021 -0.066 0.0000
H 1.5440 3.4765 2.7786 0.024 0.080 -0.126 0.0000
H 1.2106 4.0316 1.1390 0.061 -0.068 0.028 0.0000
H 0.5382 1.6912 1.3192 0.364 -0.034 -0.072 0.0009
H 2.1115 1.2415 2.0092 -0.176 0.248 -0.179 0.0000
H 2.5612 -0.2456 -2.8544 -0.653 -0.094 -0.787 0.0001
H 1.3065 -2.3920 -2.3692 -0.112 0.161 -0.071 0.0001
H -0.2187 -1.5099 -2.3386 0.221 0.113 -0.027 0.0006
H 1.6569 -1.9902 -4.7051 -0.130 0.031 0.018 0.0000
H 0.0188 -2.6123 -4.5112 0.131 0.121 -0.040 0.0000
H -0.9794 -0.5266 -5.0210 0.048 0.005 0.042 0.0000
H 0.3643 -0.6514 -6.1518 -0.184 0.016 0.108 0.0000
H -0.0116 1.6323 -5.0110 0.145 -0.136 0.012 0.0000
H 1.6366 1.0062 -5.0552 -0.137 -0.027 0.050 0.0000
H 1.2627 1.9257 -2.8671 -0.114 -0.121 -0.046 0.0000
H -0.2509 1.0311 -2.6492 0.202 -0.046 0.054 0.0010
Ru -3.0020 -0.8955 0.6421 1.964 -1.619 -2.023 2.5108
Cl -2.7579 1.0741 -0.4704 0.357 1.138 -0.503 0.2536
Cl -1.6416 -2.6458 0.0145 -0.305 -0.137 -0.019 0.2128
C -1.9884 -0.5188 2.1318 2.096 0.278 4.058 0.5351
H -1.2459 -1.3164 2.3659 -0.692 0.225 -0.568 0.0499
C -1.9918 0.4646 3.2428 -0.582 -0.391 -1.147 0.0636
C -2.2328 1.8196 2.9843 -0.218 0.203 0.195 0.0693
C -2.2784 2.7343 4.0332 -0.001 -0.108 0.195 -0.0066
C -2.1138 2.3032 5.3554 0.080 -0.093 -0.128 0.0751
C -1.8535 0.9476 5.6187 0.005 0.277 -0.155 -0.0064
C -1.7811 0.0329 4.5776 0.053 0.164 -0.383 0.0686
H -2.3871 2.1148 1.9438 0.102 0.089 0.388 0.0037
H -2.4433 3.7907 3.8218 0.000 -0.235 0.069 -0.0021
H -1.7040 0.6172 6.6466 -0.047 0.051 -0.248 -0.0021
H -1.5781 -1.0233 4.7607 -0.067 0.271 0.030 0.0035
H -2.1775 3.0182 6.1799 0.054 -0.251 -0.300 0.0048
N -5.0123 -0.3623 0.6805 -2.110 -0.031 1.034 0.0988
C -5.4910 -0.6336 -0.6659 -0.073 0.466 0.248 0.0074
C -6.3149 0.2900 -1.3055 0.100 -0.200 -0.298 0.0050
C -6.7466 0.0006 -2.5998 0.111 -0.273 0.107 -0.0001
C -6.3445 -1.1883 -3.2302 0.162 0.061 0.306 0.0032
C -5.4453 -2.0525 -2.5947 -0.298 0.327 0.322 0.0006
C -5.0178 -1.7808 -1.2853 -0.262 -0.065 -0.513 0.0102
H -5.1570 0.5934 0.9972 -0.038 0.050 -0.371 0.0071
H -5.4796 -0.9596 1.3648 -0.136 0.046 -0.175 0.0139
H -6.5792 1.2249 -0.7987 0.011 -0.417 -0.249 0.0006
H -7.4037 0.6944 -3.1209 0.131 -0.157 0.127 -0.0001
H -6.7410 -1.4391 -4.2162 0.260 0.142 0.271 0.0002
H -5.0922 -2.9441 -3.0981 -0.041 0.048 0.030 -0.0001
H -4.3168 -2.4504 -0.7609 -0.427 0.139 -0.362 0.0059
```
Forces are in eV/Å.

Values from the calculation:
Multiplicity: 5
Energy relative to the best compared isomer or geometry (same formula, charge and spin): 0.000 eV
E_HOMO (spin up / spin down): -5.867 / -5.882 eV
Expectation value of S²: 6.03
Orbital gap (spin up / spin down): 5.53 / 4.57 eV